w | # C36H99N9O9

A cluster of 9 separate species, C36H99N9O9 in total (the ωB97M-V functional and the def2-TZVPD basis, the Open Molecules 2025 dataset).

Calculated values
**Total charge**: 0
**Gap between HOMO and LUMO**: 8.622 eV
**Structure (SMILES)**: COC[C@H](C)N.COC[C@H](C)N.COC[C@H](C)N.COC[C@H](C)N.COC[C@H](C)N.COC[C@H](C)N.COC[C@H](C)N.COC[C@H](C)N.COC[C@H](C)N

Last column: Mulliken charge in e.
Positions of all 153 atoms, in Å:
C: 4.56056 -4.45538 -7.55735  -0.79
O: 4.50055 -3.54375 -6.46645  -0.31
C: 5.04221 -3.96362 -5.19234  -1.00
C: 5.06513 -2.84557 -4.10684  0.94
C: 5.74153 -1.63061 -4.59070  -1.43
N: 5.76702 -3.36734 -2.94812  -0.69
H: 3.85785 -5.28862 -7.55748  0.30
H: 5.55840 -4.84689 -7.75520  0.32
H: 4.24587 -3.96885 -8.48058  0.27
H: 4.44542 -4.84637 -4.96281  0.40
H: 6.04069 -4.39722 -5.24831  0.44
H: 4.00686 -2.71747 -3.87935  0.02
H: 5.07465 -1.16361 -5.31547  0.31
H: 6.67472 -1.94364 -5.05897  0.31
H: 5.90156 -0.96242 -3.74452  0.47
H: 5.77945 -2.57926 -2.31657  0.30
H: 5.28021 -4.16509 -2.56509  0.13
C: -5.89695 6.38415 4.16195  -0.74
O: -6.12580 5.52649 3.05648  -0.47
C: -4.89273 5.03974 2.39711  -0.48
C: -3.91392 6.07666 1.78900  0.70
C: -4.58479 7.09771 0.95167  -1.41
N: -2.90842 5.42098 1.04673  -0.57
H: -6.82949 6.36596 4.72597  0.30
H: -5.63980 7.38945 3.82825  0.24
H: -5.12564 6.17594 4.90345  0.31
H: -4.36069 4.42650 3.12441  0.53
H: -5.32489 4.40450 1.62393  0.13
H: -3.54406 6.65875 2.63309  0.22
H: -3.88137 7.71472 0.39256  0.42
H: -5.23952 7.78755 1.48415  0.30
H: -5.13372 6.63888 0.12931  0.21
H: -3.19233 5.43158 0.07750  0.27
H: -2.81335 4.43301 1.23370  0.10
C: -4.59253 1.13215 -6.13812  -0.81
O: -3.49233 0.40856 -5.63698  -0.32
C: -3.67371 -0.36824 -4.43839  -0.52
C: -2.25777 -0.98679 -4.16423  0.39
C: -2.30646 -1.52262 -2.70295  -1.31
N: -1.18714 -0.01611 -4.02365  -0.40
H: -5.53072 0.62029 -6.35244  0.36
H: -4.31811 1.63483 -7.06553  0.31
H: -4.98786 1.91091 -5.48593  0.25
H: -3.89765 0.36222 -3.66097  0.09
H: -4.46639 -1.10785 -4.55121  0.49
H: -2.03758 -1.89906 -4.71864  0.24
H: -3.09108 -2.27865 -2.67320  0.44
H: -2.75470 -0.78986 -2.03195  0.15
H: -1.45128 -2.04010 -2.26822  0.35
H: -0.23215 -0.34469 -4.03526  0.21
H: -1.14183 0.46406 -4.91106  0.19
C: 2.77021 -5.41209 4.63687  -0.59
O: 2.26779 -4.14881 4.98134  -0.39
C: 2.45527 -3.24992 3.93008  -0.81
C: 1.68512 -1.95628 4.14195  0.22
C: 0.20875 -2.17302 4.11385  -1.07
N: 2.14899 -0.90936 3.21958  -0.21
H: 2.37502 -5.64946 3.64916  0.20
H: 2.43697 -6.18504 5.32940  0.28
H: 3.85761 -5.39905 4.71100  0.29
H: 3.52044 -3.02874 3.99791  0.51
H: 2.28404 -3.66809 2.93816  0.19
H: 1.98503 -1.77096 5.17336  0.26
H: -0.17102 -2.89961 4.83215  0.48
H: -0.06090 -2.52372 3.11765  0.35
H: -0.33914 -1.26389 4.36159  -0.05
H: 3.12607 -1.13833 3.10556  0.26
H: 2.20038 -0.06399 3.76986  0.12
C: 1.59143 -8.59899 -0.93419  -0.74
O: 2.64132 -7.66008 -0.96226  -0.29
C: 3.20146 -7.29233 0.24815  -0.87
C: 4.14285 -6.03720 0.20723  0.28
C: 3.50693 -4.73234 -0.32587  -1.33
N: 5.27691 -6.36666 -0.64275  -0.73
H: 0.99698 -8.50988 -0.02491  0.29
H: 2.12343 -9.54877 -0.98875  0.29
H: 0.90366 -8.47290 -1.77036  0.23
H: 2.38721 -6.97517 0.89971  0.39
H: 3.67227 -8.15058 0.72758  0.40
H: 4.54567 -5.88004 1.20780  0.37
H: 2.66064 -4.36324 0.25349  0.39
H: 3.09715 -4.82074 -1.33203  0.31
H: 4.33381 -4.02704 -0.40916  0.41
H: 5.78613 -7.14971 -0.25852  0.28
H: 4.80684 -6.73304 -1.45817  0.31
C: 3.77429 4.57029 0.51265  -0.69
O: 3.55342 4.38844 1.94096  -0.36
C: 3.48349 3.03075 2.50240  -0.39
C: 3.23957 3.01627 4.04977  0.02
C: 4.36717 3.72605 4.81673  -1.39
N: 3.17409 1.63017 4.52369  -0.46
H: 3.76733 5.63116 0.26243  0.31
H: 3.08495 4.06722 -0.16546  0.17
H: 4.76040 4.25863 0.16834  0.34
H: 2.54459 2.58112 2.17930  -0.01
H: 4.33950 2.47052 2.12626  0.47
H: 2.32347 3.60375 4.11105  0.30
H: 4.16261 4.08814 5.82427  0.38
H: 4.71467 4.60716 4.27728  0.32
H: 5.33554 3.22758 4.86009  0.36
H: 4.06074 1.16445 4.39309  0.27
H: 2.83893 1.63136 5.47646  0.24
C: -3.33360 4.54304 -5.77093  -0.72
O: -3.04254 4.74917 -4.41647  -0.38
C: -3.63741 3.74749 -3.60562  -0.47
C: -3.26030 4.04761 -2.12998  0.31
C: -3.58496 2.89218 -1.26072  -0.38
N: -4.08954 5.12050 -1.52166  -0.64
H: -4.34173 4.86086 -6.03696  0.31
H: -3.17460 3.52333 -6.12165  0.21
H: -2.73327 5.23910 -6.35678  0.32
H: -4.69772 3.64828 -3.83798  0.36
H: -3.26536 2.74904 -3.83532  0.01
H: -2.25354 4.46502 -2.14756  0.33
H: -4.61434 2.54639 -1.35515  0.51
H: -3.58753 3.05592 -0.18310  -0.27
H: -2.99997 2.05448 -1.64038  -0.17
H: -5.09322 5.15627 -1.62864  0.27
H: -3.84978 6.00212 -1.95219  0.28
C: 2.28671 -1.44402 -0.88895  -0.13
O: 0.99247 -0.99184 -0.82760  -0.43
C: 0.67208 0.01651 0.20648  0.26
C: 0.38744 1.42294 -0.38064  0.80
C: -0.22191 2.47558 0.53613  -0.49
N: -0.40733 1.30582 -1.50772  0.05
H: 2.60238 -2.07223 -1.72189  -0.07
H: 2.38136 -2.09151 -0.01723  -0.06
H: 2.88844 -0.55020 -1.05359  0.33
H: -0.24140 -0.27942 0.72230  -0.36
H: 1.41267 0.19744 0.98551  0.24
H: 1.30909 1.81832 -0.80764  -0.22
H: -1.21864 2.31826 0.94831  -0.68
H: -0.39013 3.50540 0.22104  0.59
H: 0.35375 2.74169 1.42265  0.15
H: -0.28980 2.08247 -2.14261  0.23
H: -0.25749 0.45081 -2.02406  -0.19
C: -4.70580 -2.22575 5.98504  -0.73
O: -4.12033 -1.05352 5.43146  -0.31
C: -3.54727 -1.14302 4.14468  -0.36
C: -3.32886 0.23228 3.41825  0.38
C: -2.99434 0.12903 1.95344  -0.66
N: -2.26062 0.84544 4.14983  -0.65
H: -5.00517 -1.74929 6.91856  0.26
H: -3.99683 -3.03813 6.14471  0.27
H: -5.60333 -2.52615 5.44439  0.29
H: -2.56729 -1.62017 4.13643  -0.03
H: -4.11707 -1.74806 3.43946  0.39
H: -4.28370 0.72729 3.59529  0.38
H: -2.07587 -0.45248 1.87376  -0.06
H: -2.88677 1.13182 1.53996  -0.23
H: -3.78196 -0.43004 1.44828  0.45
H: -1.46041 0.22945 4.16771  0.25
H: -2.63066 0.98459 5.07924  0.36

x | # C36H99N9O9

A cluster of 9 separate species, C36H99N9O9 in total (the ωB97M-V functional and the def2-TZVPD basis, the Open Molecules 2025 dataset).

Calculated values
**Total charge**: 0
**Gap between HOMO and LUMO**: 8.639 eV
**Structure (SMILES)**: COC[C@H](C)N.COC[C@H](C)N.COC[C@H](C)N.COC[C@H](C)N.COC[C@H](C)N.COC[C@H](C)N.COC[C@H](C)N.COC[C@H](C)N.COC[C@H](C)N

Last column: Mulliken charge in e.
Positions of all 153 atoms, in Å:
C: -6.95931 -1.94897 -0.98497  -0.64
O: -6.11380 -2.72632 -1.78840  -0.41
C: -4.85772 -2.12039 -2.11500  0.43
C: -3.74799 -3.12263 -1.84456  0.28
C: -3.60992 -3.39395 -0.35559  -1.03
N: -2.48863 -2.54569 -2.39176  -0.35
H: -8.02403 -2.16330 -1.08799  0.34
H: -6.95225 -0.88760 -1.26844  0.22
H: -6.68374 -1.99879 0.07282  0.25
H: -4.91464 -1.76098 -3.14531  0.34
H: -4.73210 -1.20835 -1.51898  -0.72
H: -3.89697 -4.04768 -2.40471  0.60
H: -3.31258 -2.52921 0.24265  0.01
H: -2.86419 -4.17543 -0.20748  0.17
H: -4.60434 -3.66769 0.00649  0.60
H: -1.87989 -3.28007 -2.73026  0.35
H: -2.01303 -2.16616 -1.56418  0.07
C: 3.46157 -1.02539 1.96204  0.04
O: 4.59683 -1.00938 1.10161  -0.48
C: 4.60285 0.09885 0.21717  -0.61
C: 3.61436 -0.05413 -0.97132  3.10
C: 3.77509 -1.44609 -1.58711  -1.46
N: 3.92732 0.89687 -2.04180  -0.73
H: 2.56052 -1.03712 1.34502  -0.11
H: 3.46669 -0.20090 2.67835  -0.05
H: 3.52188 -1.97836 2.48679  0.34
H: 4.34790 1.01626 0.76199  0.11
H: 5.61906 0.21511 -0.16155  0.46
H: 2.56532 0.04775 -0.68158  -1.94
H: 3.02339 -1.56795 -2.36899  0.39
H: 3.75542 -2.24893 -0.85111  -0.07
H: 4.71897 -1.54385 -2.13174  0.53
H: 4.92347 0.75489 -2.20890  0.35
H: 3.92038 1.84276 -1.64070  0.18
C: -4.78013 3.77423 3.30498  -0.74
O: -3.85069 2.84846 2.79172  -0.35
C: -3.35280 3.12533 1.50161  -0.53
C: -4.33099 2.86354 0.35849  0.53
C: -4.84409 1.44523 0.40956  -0.98
N: -3.70452 3.13962 -0.94669  -0.16
H: -4.28796 4.73131 3.50959  0.29
H: -5.12448 3.35735 4.25073  0.26
H: -5.63073 3.89812 2.62969  0.30
H: -2.94633 4.14384 1.40112  0.46
H: -2.45566 2.50055 1.43314  -0.18
H: -5.10460 3.63795 0.40399  0.46
H: -5.24718 1.11338 -0.55224  0.06
H: -5.72260 1.28205 1.03848  0.47
H: -4.08577 0.72205 0.71143  0.04
H: -3.27327 4.05822 -0.91080  0.28
H: -2.99501 2.39358 -1.08086  -0.13
C: 6.08929 -8.67269 0.29002  -0.76
O: 4.79687 -8.21958 0.58074  -0.31
C: 4.71720 -6.86214 0.97708  -0.79
C: 3.28677 -6.36370 0.84885  0.34
C: 3.16471 -4.92956 1.33692  -1.21
N: 2.25096 -7.19735 1.45461  -0.51
H: 6.64291 -8.65070 1.24247  0.32
H: 6.67878 -8.02619 -0.36762  0.29
H: 6.13636 -9.70787 -0.03610  0.27
H: 5.08187 -6.81210 2.01069  0.40
H: 5.36252 -6.29416 0.29858  0.42
H: 3.01719 -6.28359 -0.20917  0.04
H: 2.15786 -4.52034 1.45311  0.12
H: 3.74719 -4.24943 0.71159  0.26
H: 3.51199 -4.75306 2.36458  0.48
H: 2.65246 -8.13746 1.36856  0.32
H: 2.28817 -7.15678 2.47586  0.27
C: 4.49723 1.93472 4.78504  -0.86
O: 3.27748 2.10258 4.08102  -0.31
C: 3.32407 3.22999 3.23967  -0.87
C: 1.96814 3.41920 2.54419  -0.07
C: 1.47976 2.11747 1.89342  0.20
N: 2.03582 4.37562 1.40851  -0.62
H: 5.38769 1.85843 4.15847  0.32
H: 4.38604 1.02771 5.37642  0.26
H: 4.61291 2.76201 5.49258  0.37
H: 3.52120 4.10305 3.87663  0.54
H: 4.12553 3.22127 2.49179  0.32
H: 1.22083 3.82477 3.23059  0.61
H: 0.52550 2.26432 1.39266  -0.59
H: 1.41414 1.32498 2.63932  0.64
H: 2.21920 1.81180 1.14931  -0.53
H: 1.11337 4.47328 0.99976  0.18
H: 2.28203 5.28520 1.79246  0.26
C: -1.01724 -6.25039 1.80150  -0.74
O: -1.76134 -5.36557 2.61668  -0.32
C: -0.97976 -4.82427 3.65830  -0.58
C: -1.56815 -3.51368 4.15043  0.33
C: -1.35022 -2.39249 3.13154  -0.72
N: -1.08752 -3.11598 5.47104  -0.77
H: -0.62127 -7.03897 2.44839  0.37
H: -0.21726 -5.78873 1.21996  0.21
H: -1.68834 -6.73428 1.09289  0.31
H: -0.98750 -5.61168 4.42362  0.43
H: 0.07610 -4.68895 3.38475  0.12
H: -2.64974 -3.62398 4.26782  0.32
H: -0.29808 -2.10340 3.11962  0.11
H: -2.02742 -1.54176 3.20929  0.44
H: -1.59873 -2.81374 2.14950  -0.12
H: -1.33871 -2.15534 5.67641  0.30
H: -0.07023 -3.06250 5.46607  0.26
C: -3.49282 0.84528 -5.83388  -0.96
O: -3.09894 1.42475 -4.61886  -0.21
C: -3.29684 2.83390 -4.51524  -0.49
C: -4.75032 3.17948 -4.33194  0.56
C: -4.93334 4.66143 -4.11250  -1.80
N: -5.34600 2.47560 -3.18444  -0.71
H: -4.52259 1.05255 -6.13922  0.33
H: -3.28071 -0.21918 -5.87729  0.30
H: -2.90463 1.31477 -6.63673  0.35
H: -2.66185 3.22949 -3.72165  0.02
H: -2.90733 3.28631 -5.43887  0.47
H: -5.34138 2.91134 -5.21145  0.41
H: -5.96230 4.89501 -3.84352  0.38
H: -4.61300 5.31617 -4.92960  0.45
H: -4.29771 5.07218 -3.31840  0.27
H: -5.07689 1.49980 -3.30247  0.22
H: -4.87102 2.72150 -2.28787  0.23
C: 0.47343 -2.43370 0.06755  -0.14
O: -0.55564 -1.74038 -0.57131  -0.88
C: -0.54619 -0.35096 -0.23129  0.71
C: -0.81375 0.51796 -1.44903  1.15
C: -0.22246 1.91675 -1.21519  -0.77
N: -2.24764 0.73657 -1.66353  0.64
H: 0.62460 -2.17185 1.11882  -0.21
H: 1.45891 -2.35810 -0.40851  0.21
H: 0.25610 -3.50509 0.09840  0.44
H: -1.17102 -0.05756 0.62206  0.08
H: 0.44986 -0.10952 0.15728  -0.83
H: -0.26660 0.13434 -2.31387  -0.14
H: 0.84688 1.94848 -0.98930  -0.05
H: -0.67515 2.53850 -0.43811  -0.40
H: -0.37860 2.49286 -2.13170  0.50
H: -2.46099 0.82993 -2.65478  -0.01
H: -2.76114 -0.07806 -1.34690  -0.67
C: 4.22235 8.17386 -1.90133  -0.75
O: 4.23767 6.81929 -2.26236  -0.35
C: 3.95973 5.94408 -1.17302  -0.60
C: 3.84382 4.49491 -1.68584  0.21
C: 2.55260 4.19895 -2.48219  -1.43
N: 4.01722 3.54747 -0.58782  -0.13
H: 4.27197 8.81458 -2.78131  0.27
H: 5.02406 8.47781 -1.22236  0.29
H: 3.25196 8.42193 -1.45191  0.31
H: 4.78685 6.02162 -0.46022  0.40
H: 2.99839 6.30561 -0.78837  0.33
H: 4.64614 4.30532 -2.40702  0.41
H: 2.46835 3.14749 -2.75279  0.32
H: 2.38582 4.90648 -3.28956  0.50
H: 1.72194 4.29964 -1.76984  0.17
H: 4.89101 3.79060 -0.12920  0.30
H: 3.26945 3.79378 0.08161  -0.10

Name the least stable of them. w.